DFT (the ωB97M-V functional and the def2-TZVPD basis) results for a cluster of 2 separate species, C4H7BrNS in total at a distorted geometry.

Each line ends with the Mulliken charge.
Positions of all 14 atoms, in Å:
C (1.25, 0.25, 0.59)  -0.56
C (1.39, 0.49, 1.87)  -0.08
C (-0.93, 0.74, 1.16)  -0.33
C (-0.70, -0.25, -1.00)  -0.87
N (-0.08, 0.59, -0.02)  0.25
S (-0.19, 0.84, 2.67)  0.02
Br (-1.67, 3.28, 0.26)  -0.15
H (2.15, 0.06, 0.09)  0.40
H (2.33, 0.36, 2.36)  0.42
H (-1.97, 0.29, 0.99)  0.38
H (-0.04, -0.11, -1.92)  0.36
H (-0.72, -1.27, -0.65)  0.39
H (-1.78, 0.06, -1.01)  0.34
H (0.03, 1.55, -0.50)  0.43

Output
ΔE to the lowest compared entry with this formula, charge and spin   88.93 kcal per mole
Frontier orbital gap (spin up / spin down)   7.83 / 6.52 eV
Multiplicity   1
Total charge   +1